1.
The following is a quantum chemistry calculation of a structure of composition C26H21GeMoN2O3, from the OMol25 dataset.

Element x y z (Å)
1 Mo -0.77972 0.30548 -0.47015
2 Ge 0.73303 0.60357 1.61731
3 O -1.27458 -1.53326 -0.03020
4 O -2.76150 -3.29862 1.30294
5 O -0.05212 1.57319 -1.54172
6 N 0.25598 -0.97092 -1.82230
7 N 0.07264 -2.33806 -1.67033
8 C -3.44071 1.64242 1.49916
9 C -0.49423 -5.01360 -0.92618
10 C -1.11004 -3.94330 -0.32916
11 C 1.32879 3.42950 1.39368
12 C 1.31277 0.67967 -3.25760
13 C 3.14686 1.97469 2.09136
14 C 1.00875 3.08890 -3.02996
15 C 3.97311 3.07985 2.22072
16 C -1.20888 0.71729 1.99410
17 C -0.74017 -2.57480 -0.72097
18 C -3.06953 0.33445 3.48837
19 C -2.09548 1.44781 1.18162
20 C 0.75986 1.80231 -2.61658
21 C 1.82069 2.15195 1.68115
22 C 2.16281 4.52347 1.52287
23 C 2.41517 2.18458 -4.78972
24 C -1.74803 0.11155 3.14037
25 C 1.01596 -0.64691 -2.83807
26 C -3.91688 1.09036 2.67633
27 C 1.84777 3.26876 -4.13019
28 C -0.84980 -6.34272 -0.59315
29 C -1.84835 -6.61347 0.35922
30 C 3.48103 4.34681 1.93682
31 C 2.15066 0.89600 -4.36133
32 C -2.11988 -4.22478 0.65409
33 C -2.47814 -5.57358 0.97593
34 H -1.74454 2.05554 0.31213
35 H -2.45606 -2.40596 1.03720
36 H -4.94771 1.24007 2.96876
37 H 0.27351 -4.84642 -1.66937
38 H 1.78856 5.51749 1.31906
39 H -1.12151 -0.48357 3.79380
40 H 2.05504 4.27336 -4.47432
41 H 1.29916 -0.74122 2.05270
42 H -4.08324 2.21371 0.84303
43 H 0.29535 3.58010 1.09913
44 H 0.56253 3.93126 -2.51991
45 H 3.05969 2.34915 -5.64169
46 H 2.58593 0.04817 -4.87516
47 H -3.45138 -0.08257 4.41136
48 H 4.99527 2.95250 2.54925
49 H -3.25363 -5.71178 1.71859
50 H 3.53683 0.98982 2.32059
51 H -2.10906 -7.63576 0.59665
52 H 4.12518 5.20902 2.04677
53 H 1.43094 -1.47428 -3.40694
54 H -0.33869 -7.15723 -1.09004

Summary:
- ⟨S²⟩: 2.04
- Energy above the lowest of the compared OMol25 structures with the same formula, charge and spin: 0.0 kJ/mol
- Spin multiplicity: 3
- Net charge: +3
- Orbital gap (alpha / beta): 5.906 / 5.065 eV
- Total energy: -3482.6371 Eh

=====

2.
The following is a quantum chemistry calculation of a cluster of 10 separate species, C5H32N2O9S in total, from the OMol25 dataset.

Element x y z (Å)
1 S -1.08305 -3.98259 -0.62916
2 O 2.60795 2.17523 1.01895
3 O 2.20288 2.22695 -2.12671
4 O 3.40169 -1.89320 2.13212
5 O 2.35338 1.03296 3.06396
6 O 2.60640 -0.86257 -0.30258
7 O -3.84977 -1.93442 -3.09946
8 O 1.46834 -1.47078 -2.50501
9 O -1.87901 2.83790 2.13876
10 O -0.20183 0.39477 2.49411
11 N -0.21042 0.59363 -0.52730
12 N -2.98082 -1.56777 0.30324
13 C -1.87006 2.23941 -1.47144
14 C -0.73675 -2.60374 0.67958
15 C -1.56951 -1.35645 0.39274
16 C -0.41306 1.84602 -1.29029
17 C -1.01138 -0.56125 -0.81440
18 H 1.59633 -0.75400 -0.14841
19 H -3.42346 -1.24455 1.15276
20 H 3.14210 -0.36008 0.17899
21 H 2.29933 1.29427 -1.73174
22 H -4.12908 -1.58614 -2.19167
23 H 3.90705 -1.29163 1.59462
24 H -0.04244 1.85622 -2.29365
25 H 1.86225 -1.39933 -3.39535
26 H -1.26445 2.38873 2.52542
27 H -3.17836 -2.49028 0.18142
28 H -1.36180 -0.60120 1.17189
29 H 2.81619 0.47673 3.73861
30 H 2.81811 -2.32505 1.48078
31 H -2.65986 3.15931 2.60223
32 H 2.86855 2.84952 1.63705
33 H -1.08458 -2.91005 1.59241
34 H -3.00638 -2.42082 -3.02154
35 H 2.57397 0.32047 2.37126
36 H -0.25017 -3.44972 -1.55135
37 H 3.00402 2.32315 -2.64163
38 H -0.31309 -1.28039 -1.39481
39 H -2.70390 2.15435 -0.85623
40 H -1.89058 -0.42380 -1.52153
41 H 1.07593 -0.69365 -2.20740
42 H -1.76397 3.29907 -1.57454
43 H -2.14715 1.55240 -2.27084
44 H 1.81014 2.51549 0.76402
45 H -0.03840 0.01033 3.43736
46 H 0.47092 1.00554 2.27170
47 H 0.24180 2.65041 -0.84894
48 H -0.32418 0.83338 0.41436
49 H 0.26020 -2.57277 1.07762

Summary:
- Energy above the lowest of the compared OMol25 structures with the same formula, charge and spin: 667.2 kJ/mol
- SMILES: CCNC[C@@H](N)CS.O.O.O.O.O.O.O.O.O
- Net charge: 0
- Orbital gap: 8.644 eV
- Total energy: -1394.3700 Eh

=====

3.
The following is a quantum chemistry calculation of a cluster of 6 separate species, C20H25BF19O10 in total, from the OMol25 dataset.

Element x y z (Å)
1 F -3.74610 4.50451 -3.76366
2 F 4.20125 -0.33651 -6.72406
3 F -5.57286 3.32588 -3.94424
4 F -2.11835 4.54230 4.39060
5 F -3.95494 2.97782 -5.32217
6 F -0.11163 -1.51931 -0.84824
7 F -0.60687 5.22263 2.92400
8 F 4.59168 1.48640 -5.55428
9 F 2.77030 1.32152 -6.66637
10 F -0.13748 -0.15839 -2.68766
11 F 3.95389 -6.95730 2.46149
12 F 2.46976 -7.37730 0.91950
13 F 3.41597 -0.19011 3.37133
14 F -0.82315 0.55562 -0.63758
15 F 3.87995 -0.26646 1.28763
16 F -2.80797 5.63397 2.71915
17 F 1.37675 0.11154 -1.01044
18 F 1.88922 -0.77408 1.85591
19 F 4.28653 -6.34648 0.45052
20 O 2.20861 0.82248 -3.92112
21 O 2.08078 1.97599 0.86399
22 O 3.24132 -4.03134 1.92236
23 O 1.35191 -5.01393 1.25812
24 O -1.94420 3.56909 0.95073
25 O 2.82181 -1.25950 -4.69106
26 O -2.08000 2.41573 2.90283
27 O 2.71029 2.18595 2.99220
28 O -4.54152 1.50052 -2.51676
29 O -2.35568 2.20856 -2.83947
30 C 2.49441 1.50413 1.88658
31 C 0.99241 -2.73002 -4.17403
32 C -3.58660 2.21969 -3.09202
33 C 2.35664 3.59042 2.95229
34 C 2.83017 0.11130 -4.72253
35 C 2.14985 -2.01034 -3.60747
36 C -0.13865 -4.01459 2.86022
37 C -4.20520 0.50720 -1.55600
38 C -5.46997 -0.29483 -1.17008
39 C -1.91003 4.71038 3.08503
40 C -2.04004 3.52057 2.18065
41 C 0.43730 -3.95786 1.47895
42 C 2.47852 4.16711 4.43734
43 C 2.90926 0.02519 2.12409
44 C -2.20919 1.11279 2.28525
45 C -1.93051 -0.10043 3.18477
46 C 3.60110 0.63862 -5.92504
47 C -4.21182 3.27466 -4.01057
48 C 2.63066 -5.06084 1.56731
49 C 3.33346 -6.48603 1.34934
50 B 0.07324 -0.25310 -1.33820
51 H -3.35962 -0.10319 -1.87306
52 H 1.34853 3.68045 2.54768
53 H -0.90029 -0.24900 3.50828
54 H -0.36371 -3.98163 0.74009
55 H 3.36014 3.89101 5.01579
56 H -0.71529 -4.91824 3.05774
57 H -6.03966 -0.92055 -1.85713
58 H -3.19616 1.06296 1.82534
59 H -5.33891 -1.03202 -0.37794
60 H -0.86611 -3.23017 3.06896
61 H 1.61412 3.89804 5.04439
62 H 2.95658 4.16104 2.24337
63 H -2.27577 -0.96807 2.62255
64 H 2.94430 -2.67384 -3.26583
65 H -1.65710 1.02350 1.34966
66 H 0.40857 -3.18164 -3.37199
67 H 2.53778 5.25550 4.43448
68 H 1.87558 -1.32862 -2.80240
69 H -3.82652 1.02919 -0.67723
70 H -2.53374 -0.00256 4.08735
71 H 1.27681 -3.46979 -4.92233
72 H -6.17400 0.41342 -0.73325
73 H 0.71514 -3.94862 3.53460
74 H 0.93118 -2.99024 1.39006
75 H 0.24408 -2.02111 -4.52835

Summary:
- ⟨S²⟩: 0.76
- Energy above the lowest of the compared OMol25 structures with the same formula, charge and spin: 0.0 kJ/mol
- Spin multiplicity: 2
- Net charge: 0
- Orbital gap (alpha / beta): 9.989 / 3.311 eV
- Total energy: -3451.8562 Eh

=====

4.
The following is a quantum chemistry calculation of a cluster of 8 separate species, H16O8 in total, from the OMol25 dataset.

Element x y z (Å)
1 O -1.70855 -4.91830 2.09307
2 O -0.22148 0.56268 -5.09451
3 O 3.19090 -2.21701 3.85865
4 O -0.95533 5.03838 1.42192
5 O 5.19870 0.80978 0.84894
6 O -2.27589 -2.01056 -1.84879
7 O 0.62692 0.61925 0.24843
8 O -4.48662 1.84083 -0.63445
9 H -2.03281 -4.48557 1.30325
10 H -2.24919 -5.70388 2.17548
11 H -0.82042 5.17453 2.35974
12 H -4.03661 2.15089 0.15141
13 H 6.00585 0.44579 0.48528
14 H -1.88863 -1.69626 -2.66579
15 H -2.75675 -1.25734 -1.50579
16 H 3.62633 -1.73069 3.15856
17 H 0.20594 -0.08852 -0.23947
18 H -4.18222 2.42286 -1.33073
19 H -0.39945 0.41675 -6.02362
20 H -0.42745 1.48668 -4.95295
21 H 5.45949 1.65597 1.21251
22 H 1.56199 0.42011 0.20134
23 H 3.13859 -3.11473 3.53063
24 H -0.57332 4.17834 1.24688

Summary:
- Energy above the lowest of the compared OMol25 structures with the same formula, charge and spin: 268.8 kJ/mol
- SMILES: O.O.O.O.O.O.O.O
- Net charge: 0
- Orbital gap: 11.657 eV
- Total energy: -611.4802 Eh

=====

Which of these has the highest energy above the lowest of the compared OMol25 structures with the same formula, charge and spin?
C5H32N2O9S

=====

What is the net charge in the fourth record?
0